1.
Below is a structure of composition C30H52AsNOP2Rb in a non-equilibrium geometry, with properties calculated with ωB97M-V with the def2-TZVPD basis set.

```
88
Properties=species:S:1:pos:R:3:lowdin_charge:R:1
Rb -0.9996 1.3182 -0.8264 0.65
C -4.6891 -3.5070 0.1497 -0.13
C -4.0551 -2.1388 -0.1025 -0.57
C -4.6411 -1.0965 0.8299 -0.15
P -2.1844 -1.8802 -0.1415 1.03
C -1.6375 -3.3923 -1.1232 -0.57
C -0.1441 -3.6738 -0.9069 -0.12
C -1.9118 -3.2517 -2.6250 -0.12
C -1.7023 -1.9993 1.6140 -0.32
C -2.0930 -3.1679 2.3027 -0.08
C -2.0537 -3.2511 3.7089 -0.33
C -2.8258 -4.3029 4.4065 -0.09
C -1.2717 -2.3194 4.3868 -0.07
C -0.6406 -1.3074 3.6796 -0.04
C -0.8549 -1.0404 2.2766 -0.31
N -0.2902 -0.0118 1.5791 -0.08
C 0.3816 0.9618 2.2932 -0.34
C -0.0799 1.5817 3.4975 -0.04
C 0.6278 2.5889 4.1184 -0.07
C 1.8571 2.9855 3.6738 -0.31
C 2.7756 3.8575 4.4524 -0.07
C 2.3072 2.4391 2.4739 -0.10
C 1.5877 1.4970 1.7563 -0.33
P 2.3240 0.8903 0.2138 1.03
C 3.6775 -0.2008 0.7970 -0.54
C 4.6752 0.4448 1.7781 -0.12
C 3.0079 -1.4813 1.3518 -0.12
C 3.2488 2.3457 -0.4973 -0.56
C 3.7297 1.9144 -1.8780 -0.14
C 2.4612 3.6774 -0.5081 -0.09
H -5.7978 -3.4151 0.1748 0.08
H -4.4300 -3.9323 1.1310 0.06
H -4.4523 -4.2276 -0.6480 0.06
H -4.3193 -1.8675 -1.1448 0.10
H -4.4587 -1.3628 1.8931 0.09
H -5.6955 -1.0214 0.6431 0.06
H -4.2313 -0.0857 0.6527 0.07
H -2.1786 -4.2509 -0.7304 0.08
H 0.5001 -2.9149 -1.3934 0.09
H 0.0480 -4.6235 -1.3734 0.06
H 0.1346 -3.7791 0.1480 0.07
H -1.5109 -2.3228 -3.0433 0.06
H -2.9907 -3.2596 -2.8249 0.06
H -1.4641 -4.0870 -3.1803 0.07
H -2.4495 -4.0189 1.7030 0.10
H -3.8911 -4.2147 4.1659 0.07
H -2.7290 -4.2240 5.5016 0.07
H -2.5094 -5.2903 4.0711 0.07
H -1.2324 -2.3777 5.4722 0.10
H 0.0271 -0.6444 4.2361 0.09
H -1.0345 1.3322 3.9506 0.11
H 0.2267 2.9910 5.0438 0.11
H 2.3415 4.2255 5.3992 0.08
H 3.0741 4.7498 3.9032 0.07
H 3.7153 3.3707 4.7169 0.07
H 3.2678 2.7870 2.0608 0.11
H 4.1494 -0.5426 -0.1218 0.09
H 4.2841 0.7064 2.7713 0.07
H 5.2096 1.3102 1.3121 0.07
H 5.4479 -0.2924 1.9677 0.06
H 2.9883 -1.5259 2.4512 0.08
H 3.4860 -2.3690 0.9579 0.06
H 1.9379 -1.5384 1.0490 0.05
H 4.1295 2.4205 0.1385 0.06
H 2.9977 1.2613 -2.3578 0.05
H 4.6918 1.3838 -1.8811 0.07
H 3.7997 2.7994 -2.5222 0.07
H 1.9002 3.7960 -1.4536 0.07
H 3.1472 4.5231 -0.4439 0.08
H 1.7351 3.7120 0.3061 0.06
C -1.6842 1.6308 -6.0810 -0.22
As -0.1649 1.1543 -4.9526 0.93
C 0.3758 2.9245 -4.2479 -0.29
C 1.1017 0.3334 -6.1978 -0.23
O -0.4097 0.2302 -3.6198 -0.62
H -1.4027 2.1805 -7.0058 0.04
H -2.3660 2.2198 -5.5109 0.01
H -2.1555 0.6719 -6.3477 0.03
H 0.3392 3.7000 -5.0304 0.01
H 1.3286 2.9604 -3.7423 -0.02
H -0.4409 3.2889 -3.4106 -0.07
H 1.6551 1.0995 -6.7551 0.03
H 0.5036 -0.2437 -6.9112 0.02
H 1.7466 -0.3132 -5.6349 0.01
C -1.5447 4.0114 -2.6303 -0.26
H -2.5394 3.6700 -2.9225 -0.06
H -1.4201 5.0794 -2.8470 -0.05
H -1.3727 3.7418 -1.5856 -0.15
```

## Properties
energy: -4246.78852 Eh
ΔE to the lowest compared entry with this formula, charge and spin: 0.00 kcal per mole
total charge: -1
strongest force on any atom: 3.518 eV/A
2S+1: 1
Kohn-Sham gap: 4.79 eV

2.
Below is a structure of composition C30H52F3InNO11S2 in a non-equilibrium geometry, with properties calculated with ωB97M-V with the def2-TZVPD basis set.

```
100
Properties=species:S:1:pos:R:3:lowdin_charge:R:1
C 4.4274 -4.0191 3.8626 -0.17
C 3.3625 -4.6851 3.3259 -0.25
In 1.5866 -3.7664 2.3523 0.84
O 1.8058 -4.2135 0.3281 -0.38
C -0.3008 -4.6501 3.1190 -0.28
C -1.5647 -3.9832 2.5675 -0.34
C -1.6908 -2.5149 3.0140 -0.20
C -3.1399 -2.0068 2.9979 -0.15
N -3.3767 -0.9681 1.9356 -0.19
C -3.8969 0.2829 2.5255 -0.24
C -2.7155 1.0567 3.1612 -0.18
C -2.4161 2.3177 2.3381 -0.24
C -1.2235 3.0882 2.9569 -0.10
C -4.2306 -1.4806 0.9513 -1.09
S -5.8451 -1.2830 0.9214 0.72
S -3.3882 -2.4438 -0.3150 0.87
C -3.1727 -1.2333 -1.6556 -0.48
C -2.8509 0.1875 -1.1994 -0.28
C -1.3259 0.4278 -1.0310 -0.09
O 1.5897 -1.6796 2.4601 -0.35
C 2.0519 -1.0755 1.2670 -0.34
C 2.5832 0.3160 1.6439 -0.33
C 1.4125 1.2404 1.9824 -0.07
C 3.6236 0.8742 0.6427 -0.14
C 3.1513 1.8298 -0.4622 -0.40
C 2.9975 3.2945 -0.0085 -0.06
C 1.9252 1.3319 -1.2472 -0.06
H 4.3867 -3.4714 4.8047 0.02
H 5.4052 -4.0080 3.3623 0.02
H 3.4331 -5.7782 3.2791 0.00
H 0.9191 -4.2164 -0.0407 -0.07
H -0.3167 -5.6966 2.7945 0.03
H -0.3428 -4.6779 4.2111 0.03
H -2.4490 -4.5165 2.9538 0.09
H -1.6120 -4.0664 1.4793 0.07
H -1.2619 -2.4522 4.0163 0.11
H -1.0582 -1.9240 2.3512 0.10
H -3.8015 -2.8545 2.8145 0.10
H -3.4143 -1.5858 3.9639 0.12
H -4.6704 0.0698 3.2687 0.10
H -4.3376 0.9034 1.7485 0.09
H -2.9598 1.3467 4.1851 0.11
H -1.8381 0.4093 3.1720 0.11
H -2.1889 1.9884 1.3260 0.08
H -3.2891 2.9680 2.3900 0.10
H -1.5580 4.0652 3.3108 0.06
H -0.4273 3.2687 2.2383 0.05
H -0.8400 2.5532 3.8237 0.07
H -2.3693 -1.5937 -2.2953 0.07
H -4.0847 -1.2411 -2.2540 0.06
H -3.3280 0.4492 -0.2574 0.06
H -3.2303 0.8962 -1.9375 0.10
H -1.0102 1.2605 -1.6548 0.07
H -1.0929 0.6297 0.0129 0.04
H -0.7661 -0.4697 -1.2924 0.07
H 1.2494 -1.0089 0.5185 0.10
H 2.9011 -1.6686 0.9048 0.10
H 3.1129 0.1432 2.5840 0.13
H 0.6692 1.2344 1.1820 0.05
H 0.9113 0.8191 2.8560 0.08
H 1.7050 2.2642 2.2156 0.07
H 4.4579 1.3148 1.1940 0.11
H 4.0462 0.0038 0.1266 0.11
H 3.9609 1.8735 -1.1930 0.08
H 1.9539 3.5882 0.0986 0.07
H 3.5534 3.9578 -0.6675 0.04
H 3.4526 3.4168 0.9777 0.07
H 1.8507 0.2468 -1.2765 0.08
H 1.0031 1.8012 -0.9091 0.05
H 2.0446 1.6632 -2.2859 0.07
C -8.1674 -2.7106 -1.8515 -0.06
C -9.3794 -3.4541 -1.3457 -0.31
O -9.6244 -4.3839 -2.3847 0.13
C -8.4230 -4.6442 -2.9824 -0.55
O -8.2206 -5.5554 -3.7100 0.18
O -7.5032 -3.7209 -2.6203 0.08
F -10.4598 -2.6419 -1.2136 0.07
H -8.4462 -1.8822 -2.5050 0.15
H -7.5296 -2.3394 -1.0531 0.07
H -9.2218 -3.9918 -0.4094 0.17
C 6.6292 0.0067 -4.1446 -0.05
C 5.6136 0.7499 -4.9822 -0.31
O 4.9659 1.5605 -4.0179 0.13
C 5.8678 1.8045 -3.0257 -0.54
O 5.7403 2.6431 -2.1990 0.17
O 6.9196 0.9603 -3.1168 0.08
F 4.7097 -0.0838 -5.5452 0.08
H 6.2027 -0.8930 -3.6991 0.15
H 7.5283 -0.2562 -4.6950 0.14
H 6.0429 1.3861 -5.7585 0.17
C 4.4301 6.0492 -2.7449 -0.05
C 3.1816 5.2743 -3.0888 -0.32
O 2.7604 5.8967 -4.2944 0.13
C 3.8748 6.3849 -4.9049 -0.56
O 3.9275 6.7327 -6.0362 0.17
O 4.9200 6.4106 -4.0422 0.07
F 2.2203 5.4174 -2.1490 0.07
H 4.2000 6.9518 -2.1767 0.14
H 5.1616 5.4566 -2.2015 0.13
H 3.3504 4.2105 -3.2672 0.17
```

## Properties
energy: -3342.72390 Eh
total charge: -1
strongest force on any atom: 2.393 eV/A
2S+1: 1
Kohn-Sham gap: 5.01 eV

3.
Below is a structure of composition C30H52FN5PSSiY in a non-equilibrium geometry, with properties calculated with ωB97M-V with the def2-TZVPD basis set.

```
92
Properties=species:S:1:pos:R:3:lowdin_charge:R:1
Y 0.5062 -0.3990 -0.2185 1.26
C 4.6481 1.8512 -0.5185 -0.15
Si 3.7279 0.2822 -0.8166 0.37
C 4.8643 -1.1543 -1.0258 -0.15
C 2.6917 0.4527 -2.3972 -0.16
N 2.4900 0.0127 0.3970 -0.25
C 2.7431 -0.0114 1.7890 -0.32
C 3.9969 -0.1363 2.3942 -0.02
C 4.1335 -0.1698 3.7758 -0.05
C 3.0254 -0.0801 4.6096 -0.06
C 1.7621 0.0502 4.0480 0.00
C 1.6908 0.0878 2.6823 -0.21
F 0.4029 0.2055 2.0894 -0.08
H 5.3945 1.9934 -1.3050 0.05
H 5.1742 1.8579 0.4378 0.04
H 3.9791 2.7164 -0.5369 0.03
H 5.6324 -0.9154 -1.7673 0.05
H 4.3229 -2.0342 -1.3815 0.02
H 5.3791 -1.4291 -0.1034 0.04
H 3.0906 1.2782 -2.9924 0.05
H 1.6320 0.7280 -2.2602 -0.01
H 2.7154 -0.4406 -3.0250 0.04
H 4.8797 -0.2240 1.7736 0.10
H 5.1213 -0.2686 4.2055 0.12
H 3.1363 -0.1093 5.6842 0.12
H 0.8644 0.1276 4.6473 0.13
C -0.7852 5.2656 0.2271 0.02
C -1.6362 4.0876 -0.0668 -0.30
N -2.9227 4.0758 -0.2097 0.17
N -3.2295 2.7640 -0.4650 0.07
C -2.1786 1.9613 -0.4859 -0.72
S -2.1264 0.2798 -0.7642 0.63
N -1.1459 2.7991 -0.2324 -0.09
N 0.1787 2.3578 -0.1731 0.09
H -1.4259 6.1379 0.3228 0.10
H -0.0708 5.4454 -0.5777 0.10
H -0.2371 5.1334 1.1614 0.10
H -4.1897 2.4928 -0.6182 0.18
H 0.7059 2.8115 -0.9157 0.13
H 0.5840 2.6349 0.7182 0.12
C 3.2820 -5.4151 1.4586 -0.18
C 3.5312 -4.4753 0.2858 -0.18
C 2.2066 -4.0984 -0.4023 -0.20
C 1.0112 -4.1170 0.5782 -0.43
C 1.5123 -3.6534 1.9554 -0.20
C 2.4738 -4.6973 2.5482 -0.17
P -0.3161 -3.0366 -0.0632 1.01
C -0.6245 -3.4156 -1.8358 -0.43
C 0.3331 -2.6719 -2.7822 -0.24
C -0.2296 -2.6459 -4.2082 -0.17
C -0.9184 -3.9831 -4.5533 -0.18
C -0.3650 -5.1240 -3.7074 -0.18
C -0.6908 -4.9116 -2.2210 -0.18
C -1.9092 -3.3532 0.7922 -0.42
C -2.0769 -2.5082 2.0702 -0.23
C -3.2698 -3.0248 2.8687 -0.18
C -2.9900 -4.4379 3.4106 -0.17
C -2.0222 -5.2216 2.5120 -0.18
C -2.2124 -4.8558 1.0426 -0.18
H 4.2227 -5.7835 1.8662 0.12
H 2.7423 -6.2976 1.1025 0.12
H 4.2052 -4.9235 -0.4444 0.12
H 4.0295 -3.5707 0.6497 0.10
H 2.0090 -4.7672 -1.2427 0.11
H 2.3136 -3.0917 -0.8311 0.07
H 0.6173 -5.1336 0.6639 0.12
H 0.6979 -3.4701 2.6523 0.09
H 2.0349 -2.6954 1.8285 0.10
H 1.9047 -5.4222 3.1335 0.11
H 3.1480 -4.1980 3.2468 0.12
H -1.6168 -2.9742 -1.9972 0.11
H 1.3178 -3.1400 -2.7594 0.10
H 0.5172 -1.6254 -2.4633 0.04
H 0.5782 -2.4377 -4.9110 0.12
H -0.9465 -1.8272 -4.3025 0.11
H -0.7958 -4.1952 -5.6144 0.12
H -1.9961 -3.9038 -4.3843 0.12
H 0.7176 -5.1966 -3.8496 0.12
H -0.7749 -6.0791 -4.0339 0.12
H -0.0072 -5.5007 -1.6057 0.10
H -1.6947 -5.2824 -2.0074 0.12
H -2.6392 -2.9700 0.0698 0.11
H -2.2184 -1.4586 1.7953 0.08
H -1.1830 -2.5491 2.6972 0.10
H -4.1481 -3.0318 2.2164 0.12
H -3.5047 -2.3424 3.6855 0.11
H -3.9296 -4.9851 3.4985 0.12
H -2.5809 -4.3737 4.4201 0.11
H -2.1692 -6.2930 2.6475 0.12
H -0.9860 -5.0262 2.8041 0.10
H -3.2463 -5.0574 0.7520 0.13
H -1.5999 -5.4975 0.4074 0.09
```

## Properties
energy: -2615.00253 Eh
ΔE to the lowest compared entry with this formula, charge and spin: 0.00 kcal per mole
total charge: +2
strongest force on any atom: 1.020 eV/A
2S+1: 1
Kohn-Sham gap: 8.15 eV